Here is C37H45N5O4PRuS2 as an isolated structure in a non-equilibrium geometry from the Open Molecules 2025 dataset. Energies are from wB97M-V/def2-TZVPD.

Structure (XYZ):
```
95
C37H45N5O4PRuS2, DFT wB97M-V/def2-TZVPD
Ru 1.04132 -0.64099 -0.05557
S 3.43982 -1.13549 -0.59167
S 0.99782 -3.23169 0.28613
P 0.30352 -0.54749 -2.36357
O -3.80978 -1.29199 -0.89657
O 2.25412 2.55761 2.81773
O 0.70852 2.00151 -0.62717
O 2.54222 0.89011 1.39693
N 0.17302 3.33201 4.09123
N 0.84022 -0.76519 2.46633
N -0.09948 4.90541 2.47643
N -1.89548 4.45391 3.86703
N -1.77178 -0.59739 -0.24517
C 2.64982 -0.63609 -3.95027
C 1.27722 -0.02979 -6.28597
C 1.20322 0.34461 4.65533
C -2.70658 0.06721 0.65343
C -0.25398 2.70611 0.11043
C 0.95322 0.52031 3.14603
C 0.51762 2.10351 -2.07427
C -0.48028 1.06621 -2.51777
C 5.30232 -4.61909 -0.17287
C 1.28232 -0.40829 -3.91207
C -2.75098 -3.28969 -2.45257
C 4.29072 -5.50269 0.20003
C -0.80058 -1.89279 -2.81967
C 2.64072 -0.28589 -6.32687
C 0.59962 -0.08609 -5.08487
C 3.68362 -2.82469 -0.29927
C -0.37358 -2.81429 -3.78027
C -1.12258 -3.92799 -4.08437
C -2.32798 -4.16279 -3.42987
C -2.07818 2.74631 -3.13517
C 2.65602 -3.71669 0.07273
C -3.49098 0.46101 3.02343
C -0.18618 2.46971 5.19123
C 4.99372 -3.30349 -0.42647
C 3.32642 -0.57279 -5.15897
C -2.46108 -1.31719 -1.05217
C -2.58178 -1.80489 2.40803
C 0.13792 3.47651 -2.50687
C -0.59508 4.18451 3.52333
C -2.50358 -0.30149 2.13693
C -4.09598 -0.34409 0.10993
C -1.98688 -2.17049 -2.11657
C -1.10588 3.75161 -2.97217
C 2.00482 1.34781 2.37533
C -1.74138 1.40771 -2.92337
C 2.99212 -5.05539 0.31093
C 1.03182 1.59511 5.52523
H 0.55632 -2.63949 -4.29967
H -3.35928 0.17011 4.06433
H 0.89912 4.87711 2.35183
H -3.58318 -2.19539 2.23173
H -4.72948 -0.81569 0.86573
H 0.95312 1.26831 6.56383
H 0.00022 1.05171 3.02903
H -0.06708 3.78621 0.09613
H 2.19822 -5.72939 0.60003
H -4.52358 0.25181 2.75313
H 0.47992 -0.40079 4.99973
H 1.68552 -1.32359 2.59993
H -0.55608 5.76551 2.22683
H -2.91628 -5.03509 -3.67057
H 4.52712 -6.53799 0.40993
H -1.49778 0.04111 2.38273
H 6.32652 -4.95599 -0.25597
H -2.56018 1.15091 0.55853
H 3.16632 -0.26109 -7.27097
H -4.63228 0.50111 -0.33877
H -2.47388 0.63831 -3.13867
H -0.46598 0.10131 -5.05417
H 1.91442 2.22741 5.44583
H 1.49162 2.90941 3.42633
H -1.88258 -2.34239 1.76753
H 1.52302 1.82491 -2.44137
H -2.47818 4.91911 3.19103
H -0.77288 -4.61049 -4.84367
H -3.33468 1.53501 2.93783
H 5.75972 -2.59779 -0.71237
H -0.19278 2.35671 1.13903
H 4.39072 -0.75849 -5.18327
H -3.05898 3.01151 -3.49547
H -2.36248 3.77311 4.44153
H 3.17592 -0.87129 -3.03327
H 0.05812 -1.31149 2.81453
H -3.66968 -3.46299 -1.91227
H -2.33188 -2.00729 3.45083
H -1.06328 1.84361 4.96713
H -1.35588 4.76501 -3.25957
H -0.44258 3.07071 6.07423
H 0.89372 4.24021 -2.39787
H 2.20162 -0.06929 4.81733
H 0.74292 0.20571 -7.19617
H -1.25738 2.52781 -0.28437
```

Kohn-Sham gap (spin up / spin down): 5.413 / 3.584 eV
calculated total energy: -88280.3210 eV
energy above the lowest of the compared OMol25 structures with the same formula, charge and spin: 5.3727 eV
HOMO energy (spin up / spin down): -5.3 / -5.3 eV
molar mass: 819.98 g mol⁻¹
spin multiplicity: 2

=====

Here is C37H46BBrF4N10OPS2Tl as an isolated structure in a non-equilibrium geometry from the Open Molecules 2025 dataset. Energies are from wB97M-V/def2-TZVPD.

Structure (XYZ):
```
104
C37H46BBrF4N10OPS2Tl, DFT wB97M-V/def2-TZVPD
Tl -0.54759 -0.68888 -0.67006
Br 1.98567 -2.71330 1.60638
S 0.18212 1.64385 -2.34555
S -3.00852 -0.99340 -2.36482
P 1.71813 0.70275 1.45764
F 5.61228 -1.93518 5.12339
F 4.07361 -3.45548 3.55394
F 3.73186 1.92659 3.38742
F 5.42696 0.74840 5.03043
O -2.65496 0.53525 0.67608
N -3.90838 1.53538 -2.81899
N 0.15847 0.57751 -4.90820
N -1.92245 -4.13641 3.14215
N 2.02509 -1.05610 -1.67521
N 2.09357 1.33751 -4.23120
N -1.56325 -5.95366 1.77759
N -2.25754 0.92905 -4.14047
N -4.32833 -0.15534 2.06066
N -1.16599 -2.40961 1.12647
N -0.43995 -2.84915 -2.25671
C 1.94110 -3.17951 -2.92825
C -1.89707 -2.81736 3.31993
C 2.26849 0.86766 -5.50090
C 4.87904 2.59655 -0.39347
C 2.76604 -2.28558 -2.01967
C -3.39258 0.73104 1.66465
C 4.11282 1.66521 0.29979
C -5.00025 1.47329 -1.84067
C -1.18022 -3.72024 0.92150
C -5.28279 0.11314 3.13983
C 2.75693 1.90089 0.54172
C -3.60246 2.59980 -3.60233
C 4.29919 3.77065 -0.85871
C 0.16785 3.60652 4.01625
C 1.06192 0.38895 -5.91503
C -0.48721 2.80834 4.94247
C 3.96255 -2.13676 3.48439
C 4.76224 -1.36547 4.29960
C -3.06518 0.49983 -3.13273
C 0.71251 -3.78404 -2.25901
C -0.47610 1.42736 4.79011
C -1.55164 -4.60929 1.95141
C 0.79028 1.16182 -3.86281
C 0.17509 0.85621 3.70579
C 3.11583 1.99847 -3.41419
C 0.83524 1.65180 2.76751
C 3.06169 -1.53981 2.62370
C -1.51332 -1.93541 2.32614
C 2.17502 3.05679 0.01700
C 2.94192 -0.14268 2.54992
C -2.57615 2.21417 -4.42573
C -4.60289 -1.35742 1.27676
C 0.83053 3.03497 2.93298
C -3.24987 2.00650 2.45836
C 2.94282 3.99234 -0.66195
C 4.66351 0.00840 4.25164
C 3.76706 0.59872 3.39022
B -1.31175 0.02326 -5.00238
H 4.06261 1.95263 -3.94376
H -0.96080 0.79442 5.52474
H 3.21453 0.92753 -6.01649
H -0.98784 3.26201 5.78973
H -3.01998 1.80696 3.50725
H -1.21608 -6.38866 0.94480
H -4.17333 2.59369 2.42084
H -1.29938 -3.35575 -2.07282
H -5.51795 -1.23710 0.69283
H -1.32300 -1.10715 -4.58317
H 4.90470 4.51323 -1.36657
H 2.47950 4.90009 -1.03597
H 1.85587 -0.50705 -2.50988
H 2.99200 -2.81488 -1.09428
H 5.93735 2.41442 -0.54614
H -2.19915 -2.45414 4.29953
H -4.58928 1.30187 -0.85143
H -5.48467 -0.81417 3.66907
H -3.78070 -1.55064 0.60223
H -4.73496 -2.20668 1.94890
H -0.56406 -2.43342 -3.17768
H -1.66871 0.09701 -6.15302
H -6.22958 0.49320 2.74790
H 2.58104 -3.99105 -3.27617
H 4.58759 0.76001 0.66578
H 0.45449 -4.71612 -2.76103
H 3.71803 -2.06330 -2.50430
H 1.63369 -2.61498 -3.82055
H 0.21416 -0.22675 3.61260
H 0.78031 -0.06385 -6.85544
H -5.67452 0.66207 -2.09439
H -0.89532 -4.09160 -0.06328
H -5.53998 2.41538 -1.86685
H -2.07230 2.77780 -5.19780
H 2.56410 -0.47829 -1.03745
H 0.19359 4.68214 4.15162
H 0.96184 -4.02637 -1.22062
H 3.21118 1.50901 -2.44715
H -4.13413 3.53823 -3.54474
H -1.49040 -0.86310 2.47217
H 1.36670 3.67557 2.24725
H -2.43678 2.58512 2.02706
H -4.88903 0.83075 3.85135
H -1.80809 -6.53356 2.56166
H 2.84992 3.03593 -3.23966
H 1.11583 3.24062 0.15852
```

Kohn-Sham gap (spin up / spin down): 4.689 / 4.690 eV
calculated total energy: -173294.4962 eV
energy above the lowest of the compared OMol25 structures with the same formula, charge and spin: 2.1847 eV
total charge: +2
HOMO energy (spin up / spin down): -12.6 / -12.6 eV
molar mass: 1113.04 g mol⁻¹

=====

calculated total energy of number 1 (C37H45N5O4PRuS2)?
-88280.3210 eV